The following is a DFT calculation (the ωB97M-V functional and the def2-TZVPD basis) of 13 unconnected molecules or ions with the total composition C28H78F3O14 at a distorted geometry.

Atoms and positions in Å:
C (7.50934, 5.00350, 2.05401)
O (7.76234, 6.19820, 1.25074)
O (6.42750, 4.39738, 1.63058)
C (8.78774, 4.14229, 2.14792)
F (8.51429, 2.89940, 2.53721)
F (9.43558, 4.05386, 0.95282)
F (9.67503, 4.63645, 3.04826)
C (8.83843, 6.97876, 1.69016)
C (8.98135, 8.20209, 0.79423)
H (9.74064, 8.87684, 1.19589)
H (9.19191, 7.92744, -0.23916)
H (8.04869, 8.77561, 0.75687)
H (9.79503, 6.46095, 1.55748)
H (8.72490, 7.32162, 2.72606)
H (7.36432, 5.42956, 3.07566)
C (7.17742, 6.54552, -2.25816)
C (6.91274, 5.08731, -1.92701)
O (5.74426, 4.94372, -1.16683)
H (8.08080, 6.66631, -2.86811)
H (7.31395, 7.14439, -1.35691)
H (6.32242, 6.94737, -2.80373)
H (7.77068, 4.66014, -1.39386)
H (6.73951, 4.52895, -2.84920)
H (5.94649, 5.08498, -0.22546)
C (6.79393, 10.39965, -1.73977)
C (6.34230, 11.59082, -2.56555)
O (4.98167, 11.41859, -2.94447)
H (6.84344, 9.46359, -2.29693)
H (6.01703, 10.27788, -0.98140)
H (7.76832, 10.55607, -1.28407)
H (6.97813, 11.76533, -3.43981)
H (6.48107, 12.46214, -1.90463)
H (4.84940, 11.91216, -3.75739)
C (11.71398, 2.25609, 0.96936)
C (11.19721, 2.14968, 2.39174)
O (11.84232, 1.03967, 3.02265)
H (11.20115, 3.02234, 0.39338)
H (11.55982, 1.27010, 0.53291)
H (12.77113, 2.51582, 1.04217)
H (10.10964, 1.99880, 2.38873)
H (11.39008, 3.07330, 2.95438)
H (11.50800, 0.96159, 3.91892)
C (12.27299, 6.42900, 0.16611)
C (12.64485, 5.75156, 1.47809)
O (13.66979, 6.43283, 2.17597)
H (11.55796, 5.81489, -0.39431)
H (13.14954, 6.55417, -0.47295)
H (11.78256, 7.39292, 0.32063)
H (12.92286, 4.71063, 1.30910)
H (11.71207, 5.67210, 2.06253)
H (13.24557, 7.08356, 2.75594)
C (10.86233, 7.72853, 4.68260)
C (11.43155, 8.95855, 4.00066)
O (12.77748, 8.67810, 3.61460)
H (9.82528, 7.95617, 4.94205)
H (11.39076, 7.53749, 5.61688)
H (10.87877, 6.87678, 4.00636)
H (11.35450, 9.84931, 4.63150)
H (10.82707, 9.13535, 3.10067)
H (13.16343, 9.47745, 3.24284)
C (10.95341, 10.47926, -1.45942)
C (11.00659, 11.30039, -2.72439)
O (9.73305, 11.21596, -3.37909)
H (10.72388, 9.44332, -1.71194)
H (10.16750, 10.85867, -0.80505)
H (11.88287, 10.51576, -0.88940)
H (11.81489, 10.99662, -3.39891)
H (11.21023, 12.35285, -2.48136)
H (9.56100, 12.06629, -3.78875)
C (1.38004, 4.66190, 2.27068)
C (2.83102, 5.11314, 2.44583)
O (3.56476, 4.78850, 1.30509)
H (0.70419, 5.34159, 2.78951)
H (1.24147, 3.64219, 2.63371)
H (1.12800, 4.64730, 1.20878)
H (3.24186, 4.63931, 3.34663)
H (2.82458, 6.19677, 2.64371)
H (4.51093, 4.82122, 1.53750)
C (9.02471, 3.05759, -2.00049)
C (9.65798, 1.68198, -2.00014)
O (8.75398, 0.63652, -2.37952)
H (9.78462, 3.83129, -1.85108)
H (8.29062, 3.17893, -1.20706)
H (8.56457, 3.25944, -2.97257)
H (9.99345, 1.41239, -1.00062)
H (10.55449, 1.65603, -2.63515)
H (8.51642, 0.78791, -3.30090)
C (7.82476, 11.62040, 1.59764)
C (8.23585, 11.28802, 3.00721)
O (7.37146, 11.99076, 3.91556)
H (7.86450, 12.68860, 1.38670)
H (6.81230, 11.26265, 1.41912)
H (8.50135, 11.11778, 0.90564)
H (9.28767, 11.56086, 3.18073)
H (8.16362, 10.21069, 3.20497)
H (7.55730, 11.64872, 4.79582)
C (4.34379, 9.49856, 1.83900)
C (5.31325, 8.34762, 1.99703)
O (5.62361, 7.87201, 0.71176)
H (4.79799, 10.26464, 1.21064)
H (4.08438, 9.91980, 2.81178)
H (3.44305, 9.13219, 1.34953)
H (4.84152, 7.55438, 2.59439)
H (6.22550, 8.63000, 2.54875)
H (6.23412, 7.11134, 0.83017)
C (7.24222, -0.22240, -0.29543)
C (7.59845, 1.17650, 0.14452)
O (6.56817, 1.64269, 0.99749)
H (7.99824, -0.60923, -0.99167)
H (6.29613, -0.22429, -0.83351)
H (7.25703, -0.91934, 0.54273)
H (7.68066, 1.82901, -0.73251)
H (8.53708, 1.17136, 0.71449)
H (6.62152, 2.62180, 1.09076)
C (5.36874, 2.75721, 6.29971)
C (5.44458, 3.66855, 5.10180)
O (5.33507, 2.90962, 3.91708)
H (5.58022, 3.28974, 7.22643)
H (6.06832, 1.92990, 6.16923)
H (4.37208, 2.31419, 6.36644)
H (6.37742, 4.25910, 5.10222)
H (4.65637, 4.44332, 5.13290)
H (5.64333, 3.45434, 3.16899)

Cartesian forces, eV/Å:
C -1.17 1.16 1.01
O 0.39 -0.63 -0.11
O 0.24 -0.40 -0.35
C -0.05 -0.07 -0.59
F -0.80 0.43 0.22
F -0.31 0.22 0.38
F -0.11 0.10 -0.03
C 0.82 0.98 -0.86
C -0.89 0.36 0.05
H 0.21 -0.14 -0.17
H 0.27 -0.06 0.07
H -0.03 -0.11 0.07
H -0.18 -0.26 0.46
H -0.09 -0.33 0.13
H 0.37 -0.17 0.21
C 0.11 0.14 -0.19
C 0.04 0.63 0.41
O -0.38 -0.02 0.19
H -0.05 -0.05 -0.06
H -0.11 -0.09 0.06
H 0.03 0.10 -0.01
H -0.57 0.71 -0.27
H 0.16 -0.10 -0.02
H 0.00 -0.32 -0.12
C -0.60 -0.19 -0.26
C 0.76 0.03 0.44
O 0.16 0.12 -0.09
H -0.08 0.11 -0.15
H 0.28 -0.23 0.23
H -0.02 0.18 0.06
H -0.04 -0.20 -0.05
H -0.34 0.14 -0.24
H -0.15 -0.01 0.04
C 0.27 -0.22 0.76
C -0.52 0.11 0.07
O 0.29 -0.02 -0.15
H 0.05 -0.17 0.07
H 0.29 0.07 -0.33
H 0.11 -0.28 -0.38
H 0.90 -0.27 -0.03
H 0.12 -0.16 -0.10
H -0.08 0.03 0.00
C -0.02 -0.29 -0.32
C -0.87 0.02 -0.12
O -0.18 -0.23 0.07
H 0.02 -0.04 0.12
H 0.01 0.13 0.08
H 0.20 0.07 0.09
H 0.41 0.14 -0.07
H 0.36 0.11 0.18
H 0.24 0.07 -0.12
C -0.08 0.76 0.26
C -0.45 -0.47 -0.49
O -0.05 0.34 0.31
H -0.04 -0.20 -0.04
H 0.09 -0.27 -0.13
H 0.07 -0.13 0.14
H 0.20 -0.07 0.09
H 0.10 0.18 0.05
H 0.06 -0.11 -0.07
C -0.10 -0.13 0.00
C -0.06 0.69 0.03
O 0.31 -0.04 0.09
H 0.02 -0.03 0.13
H -0.08 -0.04 -0.07
H 0.12 -0.04 -0.19
H -0.12 -0.26 0.03
H -0.01 -0.10 0.08
H -0.05 -0.04 -0.10
C 0.25 -0.18 -0.14
C -0.61 0.16 0.50
O 0.38 -0.01 0.04
H -0.11 -0.11 0.06
H -0.06 0.05 0.06
H 0.02 0.20 0.01
H 0.08 -0.04 -0.07
H 0.14 0.05 -0.16
H -0.01 -0.18 -0.30
C 0.71 -0.22 -0.35
C 0.33 -0.27 0.04
O 0.58 0.59 -0.96
H 0.07 -0.06 0.01
H 0.45 -0.23 -0.48
H -0.08 -0.04 0.15
H -0.07 0.04 -0.01
H -0.11 0.05 -0.05
H -0.05 -0.01 0.02
C 0.06 -0.24 -0.07
C 0.01 0.15 0.40
O 0.36 -0.19 -0.11
H 0.01 0.06 0.18
H -0.01 0.01 -0.11
H -0.09 -0.02 -0.06
H -0.11 0.13 0.01
H -0.08 0.00 -0.23
H -0.12 0.10 0.00
C 0.25 -0.10 0.17
C -0.22 -0.32 0.16
O 0.40 -0.33 -0.01
H -0.12 0.11 0.01
H -0.02 0.09 -0.05
H -0.04 0.05 -0.03
H -0.01 0.00 0.01
H -0.02 0.25 -0.07
H -0.31 0.40 -0.21
C 0.82 -0.65 -0.21
C -0.84 0.10 0.36
O -0.11 0.35 -0.06
H -0.33 0.15 0.37
H -0.19 -0.07 0.24
H -0.51 0.11 0.20
H -0.23 -0.72 0.70
H 0.25 0.00 -0.25
H -0.21 -0.47 0.00
C -0.21 -0.28 -0.14
C 0.09 0.79 -0.49
O 0.01 0.12 0.27
H 0.03 0.01 0.03
H 0.11 0.10 0.10
H 0.01 0.05 0.04
H 0.08 -0.31 0.10
H -0.06 -0.23 0.17
H 0.02 -0.19 -0.20

## Properties
orbital gap: 0.2982 Ha
energy relative to the best compared isomer or geometry (same formula, charge and spin): 28.83 kcal/mol
total charge: -1
LUMO: 1.81 eV
largest force on an atom: 1.935 eV Å⁻¹
DFT total energy: -67117.0773 eV



The following is a DFT calculation (the ωB97M-V functional and the def2-TZVPD basis) of 3 unconnected molecules or ions with the total composition C18H41BN2O2 at a distorted geometry.

Atoms and positions in Å:
C (0.42006, -0.04765, -0.42028)
N (-0.73968, 0.88783, -0.31921)
C (-0.32492, 2.31906, -0.24578)
B (-1.68320, 0.61511, -1.44256)
O (-1.25670, 0.21000, -2.76997)
C (-3.27434, 0.73810, -1.14976)
C (-3.88217, 0.00171, 0.15003)
N (-5.32260, 0.46677, 0.06415)
C (-5.34429, 1.84110, -0.51618)
O (-6.33748, 2.53058, -0.78290)
C (-3.79057, 2.23179, -0.76185)
H (1.26392, 0.31221, -1.09719)
H (0.79624, -0.27119, 0.64230)
H (-0.00226, -1.04901, -0.79866)
H (0.74670, 2.34387, 0.15206)
H (-0.96558, 2.89130, 0.52121)
H (-0.41786, 2.89163, -1.23082)
H (-1.58735, 0.84597, -3.44044)
H (-3.93891, 0.51014, -2.04542)
H (-3.50134, 0.36048, 1.16544)
H (-3.76667, -1.12588, 0.11961)
H (-5.72594, -0.09857, -0.70484)
H (-3.55078, 2.94081, -1.61353)
H (-3.28795, 2.62361, 0.18148)
C (2.68123, -0.10330, -4.06718)
C (2.18295, -1.53673, -4.19040)
C (2.62658, -2.43292, -3.03309)
C (4.13989, -2.61861, -2.89225)
C (4.84203, -3.19115, -4.12436)
C (4.36758, -4.59117, -4.49064)
H (3.77234, -0.05279, -4.08251)
H (2.31057, 0.49758, -4.90143)
H (2.32726, 0.35199, -3.13865)
H (2.50772, -1.95732, -5.14674)
H (1.08819, -1.52312, -4.21941)
H (2.14657, -3.41071, -3.14232)
H (2.24176, -2.01456, -2.09501)
H (4.32858, -3.27831, -2.03729)
H (4.60312, -1.65954, -2.63772)
H (5.91763, -3.23015, -3.92315)
H (4.71498, -2.52399, -4.98240)
H (4.53048, -5.28625, -3.66266)
H (4.92091, -4.96242, -5.35712)
H (3.30596, -4.60397, -4.74754)
C (-1.47134, -0.69425, 3.25886)
C (-1.60804, 0.81670, 3.38907)
C (-0.27495, 1.52554, 3.62953)
C (0.44312, 1.14353, 4.92666)
C (-0.36156, 1.37290, 6.20680)
C (-0.71567, 2.83553, 6.44060)
H (-1.08161, -1.14434, 4.17455)
H (-2.44642, -1.14583, 3.05794)
H (-0.80199, -0.95374, 2.43403)
H (-2.31777, 1.05361, 4.18736)
H (-2.04732, 1.20710, 2.46474)
H (-0.44318, 2.60726, 3.60911)
H (0.39558, 1.31181, 2.78789)
H (1.37606, 1.71604, 4.98616)
H (0.74080, 0.09066, 4.88253)
H (0.23112, 1.01858, 7.05652)
H (-1.27514, 0.77057, 6.19825)
H (0.18690, 3.44949, 6.50123)
H (-1.26281, 2.94567, 7.38037)
H (-1.34844, 3.23088, 5.64275)

Cartesian forces, eV/Å:
C -0.14 -0.91 0.59
N 0.42 -0.41 -1.70
C -0.10 0.73 1.00
B -0.55 0.03 -0.38
O -0.18 1.35 1.51
C -0.11 1.38 1.13
C -0.14 0.51 -0.64
N 0.01 0.58 -1.57
C 0.04 1.29 0.03
O 2.79 -2.47 0.82
C 0.11 -0.87 -0.44
H -1.05 -0.51 0.84
H -0.23 0.46 -1.55
H 0.91 1.38 0.37
H -1.42 0.16 -0.74
H 0.90 -0.85 -1.08
H 0.41 -0.78 1.13
H -0.02 -0.90 0.53
H 0.98 -0.27 0.98
H -0.04 -0.35 -1.71
H -0.53 1.34 0.00
H -0.37 0.22 0.92
H -0.94 -0.58 1.10
H -0.73 -0.60 -1.07
C 0.01 0.02 -0.17
C -0.11 0.00 0.12
C -0.05 -0.08 -0.02
C 0.04 0.12 0.00
C 0.03 -0.05 0.13
C 0.05 0.00 -0.17
H -0.04 0.03 0.02
H 0.05 0.04 0.09
H 0.05 0.00 -0.04
H 0.02 -0.03 0.03
H 0.07 -0.03 0.01
H 0.03 0.02 0.02
H 0.01 -0.01 -0.06
H 0.01 0.02 -0.05
H -0.04 -0.03 0.01
H -0.05 0.06 -0.03
H -0.01 0.02 0.05
H -0.05 0.02 -0.03
H -0.07 -0.05 0.07
H 0.04 -0.03 0.03
C -0.14 -0.02 0.01
C 0.07 0.02 -0.07
C -0.02 0.10 -0.03
C 0.01 -0.12 0.00
C 0.13 0.04 -0.01
C -0.13 -0.02 0.11
H -0.01 -0.01 -0.05
H 0.08 -0.06 0.00
H -0.01 0.00 0.04
H 0.04 0.03 0.01
H 0.08 0.04 0.06
H 0.03 -0.02 0.02
H -0.06 0.00 0.02
H -0.05 -0.02 0.02
H -0.01 0.04 -0.03
H -0.05 -0.04 -0.06
H 0.04 -0.01 -0.03
H -0.05 0.00 -0.04
H 0.04 0.07 -0.07
H 0.04 0.02 0.04

## Properties
structure (SMILES): CN(C)B(O)[C@H]1CNC(=O)C1.CCCCCC.CCCCCC
orbital gap: 0.3462 Ha
LUMO: 0.26 eV
largest force on an atom: 3.813 eV Å⁻¹
DFT total energy: -27083.0390 eV



Result set for HOMO level: -6.3, -9.2 eV, one per record in the order listed.